Record 1
# C17H30ClDyI2N2OP2

A structure of composition C17H30ClDyI2N2OP2 at a distorted geometry (ωB97M-V/def2-TZVPD, the Open Molecules 2025 dataset).

As for the orbital gap (alpha / beta): 5.59 / 5.60 eV. Its net charge is +2. The spin multiplicity is 6. The calculation puts the LUMO energy (alpha / beta) at -8.90 / -8.90 eV.

The geometry in XYZ format:
```
56
Properties=species:S:1:pos:R:3:mulliken_charge:R:1
I -0.574 -0.011 -4.229 0.022
I -0.569 2.784 -5.109 0.098
Dy -0.284 1.163 -1.454 0.665
P -3.729 1.466 -2.107 0.658
C -4.566 1.836 -3.661 -1.149
C -4.959 0.532 -1.100 -1.215
H -5.965 0.795 -1.427 0.399
H -5.185 3.158 -1.224 0.378
H -4.858 0.745 -0.034 0.346
H -3.519 3.385 -0.576 0.317
H -4.405 1.074 -4.426 0.341
H -4.810 -0.540 -1.265 0.348
C -4.111 3.129 -1.466 -1.157
H -5.649 1.973 -3.482 0.369
H -3.914 3.868 -2.256 0.382
H -4.164 2.787 -4.077 0.330
P 2.617 1.983 -2.160 0.891
C 3.799 1.985 -3.552 -1.154
C 3.184 3.635 -1.686 -1.237
H 3.103 1.128 0.127 0.337
H 4.565 1.101 -0.960 0.404
H 3.273 -0.166 -1.138 0.332
C 3.458 0.897 -0.899 -1.156
H 2.708 4.011 -0.778 0.336
H 4.271 3.651 -1.546 0.412
H 4.824 2.098 -3.157 0.376
H 3.587 2.863 -4.192 0.383
H 2.963 4.328 -2.505 0.386
H 3.747 1.072 -4.158 0.350
Cl -0.229 3.308 -0.274 -0.411
C 0.259 -2.875 4.169 -1.031
N -0.414 -2.006 3.223 0.193
N 0.054 -1.877 1.936 0.618
C -0.525 -0.747 1.414 0.429
O -0.149 -0.128 0.291 -0.379
C -1.535 -0.354 2.310 -0.853
C -1.283 -1.020 3.499 0.311
C -1.700 -0.729 4.896 -1.147
C 1.159 -2.697 1.490 -0.598
C 0.981 -3.999 1.029 -0.240
C 2.077 -4.742 0.625 -0.625
C 3.381 -4.215 0.777 -0.331
C 3.545 -2.921 1.288 -0.857
C 2.434 -2.124 1.541 0.229
H 0.831 -3.661 3.689 0.331
H -0.440 -3.411 4.838 0.402
H 1.000 -2.309 4.777 0.368
H -2.228 0.440 2.084 0.498
H -2.793 -0.713 5.022 0.356
H -1.275 -1.508 5.573 0.296
H -1.317 0.248 5.231 0.288
H -0.011 -4.452 1.021 0.492
H 1.971 -5.719 0.147 0.416
H 4.256 -4.863 0.599 0.405
H 4.563 -2.552 1.462 0.408
H 2.551 -1.105 1.840 0.642
```

=====

Record 2
# C17H30ClFeIN2O5

A structure of composition C17H30ClFeIN2O5 at a distorted geometry (ωB97M-V/def2-TZVPD, the Open Molecules 2025 dataset).

As for the orbital gap (alpha / beta): 5.94 / 5.80 eV. Its net charge is +2. The spin multiplicity is 5. The calculation puts the LUMO energy (alpha / beta) at -8.86 / -8.99 eV.

The geometry in XYZ format:
```
57
Properties=species:S:1:pos:R:3:mulliken_charge:R:1
C 0.648 -1.894 -3.948 -1.250
C 1.746 -1.325 -2.997 -0.666
C 1.227 -0.014 -2.383 0.034
Cl 2.596 1.200 -2.101 -0.231
C 0.080 -0.167 -1.326 -0.578
C -1.010 0.878 -1.699 0.123
C -0.451 2.268 -1.944 0.219
O -0.699 2.827 -2.997 -0.628
O 0.322 2.859 -1.083 -0.907
O -2.120 0.984 -0.846 -0.164
C -2.313 -0.154 -0.013 0.423
C -3.309 0.178 1.121 -1.618
C -3.094 1.529 1.788 0.034
C -3.704 2.736 1.024 -0.642
O -4.516 2.359 -0.073 -0.558
C -1.067 -0.864 0.580 -1.239
N 0.333 -0.352 0.164 1.649
C 0.495 0.892 0.978 -0.901
C 0.714 0.835 2.504 -1.264
C 0.911 -0.453 3.287 0.362
N 2.176 -0.663 3.856 -0.362
O 0.037 -1.258 3.504 -0.571
C 1.217 -1.544 0.486 -1.472
C 2.723 -1.530 0.851 -1.206
C 3.536 -2.466 -0.087 -1.514
I 3.929 0.245 1.022 0.105
H 0.000 -2.520 -3.325 0.341
H 0.027 -1.119 -4.395 0.329
H 1.089 -2.575 -4.671 0.426
H 2.598 -1.093 -3.635 0.577
H 1.940 -2.107 -2.271 0.036
H 0.730 0.420 -3.251 0.601
H -0.362 -1.126 -1.608 0.405
H -1.400 0.547 -2.670 0.631
H -2.868 -0.883 -0.619 0.178
H -3.271 -0.655 1.829 0.587
H -4.309 0.134 0.690 0.656
H -3.598 1.484 2.757 0.510
H -2.051 1.761 2.017 -0.288
H -2.868 3.342 0.651 0.254
H -4.225 3.384 1.733 0.385
H -4.204 2.861 -0.828 0.316
H -1.143 -0.874 1.668 0.749
H -1.134 -1.913 0.286 0.405
H 1.301 1.455 0.518 0.652
H -0.337 1.572 0.812 0.469
H -0.114 1.338 3.012 0.394
H 1.560 1.482 2.743 0.552
H 2.091 -1.382 4.570 0.307
H 2.409 0.182 4.379 0.309
H 1.061 -2.263 -0.320 1.037
H 0.736 -2.047 1.325 0.946
H 2.862 -1.992 1.823 0.755
H 3.025 -3.420 -0.236 0.403
H 3.831 -1.970 -1.009 0.365
H 4.447 -2.701 0.467 0.512
Fe 1.769 3.572 -2.110 1.020
```

=====

Record 3
# C17H30F9NO15P2S2

A structure of composition C17H30F9NO15P2S2 at a distorted geometry (ωB97M-V/def2-TZVPD, the Open Molecules 2025 dataset).

As for the orbital gap: 9.42 eV. The calculation puts the LUMO energy at -0.84 eV.

The geometry in XYZ format:
```
76
Properties=species:S:1:pos:R:3:mulliken_charge:R:1
O -1.882 2.704 4.069 -0.399
C -2.080 2.479 2.933 0.374
F -2.082 3.413 1.993 -0.207
N -2.354 1.180 2.382 0.314
O -1.843 0.195 3.244 -0.215
S -1.159 -0.999 2.273 1.140
O -1.567 -2.208 2.907 -0.647
O 0.526 -0.952 2.594 -0.285
S 1.425 -0.306 1.441 1.197
O 1.049 1.039 1.151 -0.631
O 2.775 -0.482 1.844 -0.615
C 1.204 -1.344 -0.113 0.290
F 2.421 -1.827 -0.361 -0.246
F 0.411 -2.398 0.111 -0.234
C 0.797 -0.549 -1.395 0.767
F 0.860 -1.450 -2.389 -0.300
F 1.718 0.381 -1.638 -0.265
C -0.636 0.078 -1.450 0.785
F -0.636 1.348 -1.092 -0.251
F -1.038 0.039 -2.717 -0.232
F -1.515 -0.605 -0.730 -0.251
C -3.745 0.948 2.151 0.474
O -4.152 0.037 1.528 -0.384
F -4.547 1.873 2.679 -0.222
O 2.173 -0.573 8.801 -0.775
P 2.115 0.515 7.813 1.142
O 3.359 0.385 6.798 -0.305
C 3.911 -0.886 6.449 -0.435
C 3.373 -1.385 5.123 -0.737
O 2.499 1.854 8.624 -0.369
C 2.560 1.869 10.050 -0.281
C 3.986 1.692 10.529 -1.041
O 1.105 1.333 6.891 -0.460
C 0.466 0.707 5.769 0.160
C -0.297 -0.545 6.147 -1.046
H 3.734 -1.623 7.234 0.328
H 4.990 -0.744 6.375 0.348
H 2.301 -1.586 5.188 0.068
H 3.873 -2.310 4.831 0.463
H 3.525 -0.645 4.338 0.210
H 1.905 1.110 10.476 0.337
H 2.179 2.841 10.366 0.334
H 4.436 0.800 10.095 0.276
H 4.021 1.610 11.617 0.367
H 4.594 2.545 10.223 0.273
H 1.209 0.504 4.992 0.121
H -0.222 1.445 5.361 0.116
H 0.361 -1.293 6.601 0.432
H -0.763 -0.992 5.269 0.191
H -1.077 -0.313 6.873 0.331
O -1.485 -1.048 -6.805 -0.727
P -1.876 -0.068 -7.829 1.026
O -0.819 -0.113 -9.044 -0.307
C -0.149 -1.320 -9.412 -0.237
C -0.824 -2.002 -10.585 -1.028
O -1.563 1.376 -7.186 -0.385
C -1.259 1.519 -5.799 -0.319
C 0.240 1.583 -5.586 -0.998
O -3.140 0.520 -8.598 -0.372
C -3.864 -0.283 -9.545 -0.172
C -4.357 -1.588 -8.955 -1.092
H -0.074 -2.004 -8.566 0.306
H 0.867 -1.036 -9.690 0.334
H -1.825 -2.344 -10.314 0.197
H -0.246 -2.869 -10.906 0.403
H -0.923 -1.317 -11.427 0.261
H -1.708 0.716 -5.216 0.320
H -1.719 2.453 -5.471 0.366
H 0.736 0.729 -6.048 0.270
H 0.481 1.597 -4.522 0.264
H 0.647 2.483 -6.049 0.326
H -3.245 -0.450 -10.429 0.213
H -4.713 0.319 -9.864 0.308
H -3.527 -2.197 -8.584 0.334
H -4.896 -2.165 -9.705 0.369
H -5.025 -1.399 -8.114 0.336
```

=====

Record 4
# C17H30N2OS7SbSiTc

A structure of composition C17H30N2OS7SbSiTc (ωB97M-V/def2-TZVPD, the Open Molecules 2025 dataset).

As for the orbital gap (alpha / beta): 6.17 / 6.10 eV. Its net charge is +1. The spin multiplicity is 2. The calculation puts the LUMO energy (alpha / beta) at -3.82 / -3.91 eV.

The geometry in XYZ format:
```
60
Properties=species:S:1:pos:R:3:mulliken_charge:R:1
Tc 1.617 -0.237 1.920 -0.082
O 1.237 0.339 3.861 -0.271
N 0.476 -0.426 4.639 0.420
C 0.204 0.056 5.872 -0.261
C -0.577 -0.666 6.733 -0.708
C -1.078 -1.903 6.320 -0.183
C -0.774 -2.373 5.065 -0.905
C 0.021 -1.616 4.206 0.911
S 0.488 -2.115 2.607 -0.510
H 0.644 1.020 6.074 0.446
H -0.785 -0.267 7.713 0.422
H -1.703 -2.485 6.981 0.408
H -1.138 -3.328 4.717 0.438
S 0.581 2.967 2.546 -0.377
Sb 3.127 2.990 2.873 0.536
S 0.542 1.482 1.127 0.108
S 3.668 0.537 2.154 -0.371
S 3.748 3.778 0.868 -0.529
S 1.740 -1.060 -0.356 -0.144
C 2.718 -0.006 -1.317 0.356
N 3.195 1.156 -0.994 0.670
C 4.146 1.771 -1.917 -0.769
C 3.974 1.061 -3.258 -0.514
S 3.236 -0.561 -2.874 -0.031
H 3.036 1.610 -0.087 -0.401
H 5.149 1.653 -1.505 0.401
H 3.928 2.836 -1.982 0.372
H 4.930 0.897 -3.748 0.463
H 3.315 1.603 -3.932 0.320
C -0.147 -1.846 -2.944 -1.243
Si -0.911 -0.625 -1.773 -0.604
C -2.190 -1.373 -0.621 2.219
C -1.826 -2.837 -0.343 -1.796
C -3.461 -1.327 -1.508 -2.029
C -2.461 -0.635 0.689 -1.151
C -1.025 1.134 -2.426 2.462
C 0.336 1.773 -2.699 -1.655
C -1.883 2.084 -1.586 -1.620
C -1.733 0.874 -3.787 -1.820
H -0.949 -2.304 -3.531 0.480
H 0.363 -2.640 -2.403 0.407
H 0.551 -1.370 -3.631 0.363
H -1.764 -3.429 -1.256 0.386
H -2.604 -3.281 0.284 0.500
H -0.883 -2.931 0.194 0.284
H -3.342 -1.854 -2.458 0.439
H -3.797 -0.311 -1.710 0.375
H -4.263 -1.833 -0.965 0.505
H -1.580 -0.584 1.320 -0.032
H -3.237 -1.179 1.234 0.537
H -2.823 0.380 0.524 0.311
H 0.848 2.023 -1.771 0.284
H 0.176 2.700 -3.254 0.615
H 0.977 1.130 -3.307 0.221
H -1.466 2.243 -0.594 0.157
H -2.909 1.733 -1.481 0.380
H -1.925 3.053 -2.088 0.517
H -1.153 0.231 -4.449 0.377
H -1.847 1.838 -4.289 0.509
H -2.732 0.451 -3.678 0.406
```

=====

What is the formula in the first record? C17H30ClDyI2N2OP2